This record from the OMol25 dataset describes the molecule C16H25N7 at a distorted geometry. The level of theory is ωB97M-V/def2-TZVPD.

Calculated values
* total energy: -1007.90558 a.u.
* multiplicity: 1
* Kohn-Sham gap: 8.3 eV
* structure (SMILES): NCCN1CCC(c2nnc(Cn3ccnc3)n2C2CC2)CC1
* ΔE to the lowest compared entry with this formula, charge and spin: 0.1720 eV
* LUMO level: 0.0183 hartree

Each line ends with the Mulliken charge.
Cartesian coordinates (Å):
N (1.081, 0.621, 0.867)  0.218
N (-1.361, -2.711, -3.377)  -0.636
N (2.818, -1.119, 2.785)  0.246
N (2.176, -2.653, 4.292)  -0.656
N (1.837, -0.961, -0.455)  -1.163
N (0.663, -0.506, -0.986)  0.089
N (-2.685, -0.010, -2.503)  0.078
C (0.177, 0.431, -0.169)  -0.484
C (-2.624, -0.623, -1.181)  -0.532
C (3.287, -0.565, 1.515)  -1.215
C (2.076, -0.293, 0.642)  1.080
C (0.805, 2.865, 1.995)  -0.696
C (-1.618, 0.968, -2.806)  -0.544
C (2.909, -0.516, 4.019)  -0.183
C (-2.027, -1.754, -4.269)  -0.470
C (2.302, -2.384, 3.015)  -0.034
C (2.061, 2.286, 2.610)  -0.773
C (2.544, -1.467, 4.919)  -0.570
C (-2.379, 0.439, -0.099)  -1.482
C (-3.145, -0.929, -3.571)  -0.902
C (-1.274, 1.955, -1.682)  -1.477
C (0.954, 1.371, 2.095)  0.242
C (-1.119, 1.263, -0.333)  1.227
H (0.948, 3.361, 1.020)  0.268
H (2.159, 2.386, 3.720)  0.275
H (3.915, -1.273, 1.019)  0.360
H (-2.326, -0.016, 0.865)  0.472
H (3.858, 0.306, 1.700)  0.400
H (2.583, -1.220, 5.997)  0.333
H (-3.239, 1.103, -0.084)  0.477
H (-3.844, -1.645, -3.134)  0.381
H (-0.317, 2.433, -1.908)  0.360
H (0.072, 3.276, 2.661)  0.303
H (-0.675, 0.415, -3.081)  0.340
H (-2.005, 2.697, -1.623)  0.558
H (-3.567, -1.147, -0.936)  0.391
H (-1.267, -1.116, -4.658)  0.331
H (-1.870, 1.595, -3.714)  0.298
H (-2.472, -2.319, -5.074)  0.450
H (-3.665, -0.331, -4.370)  0.366
H (0.368, 0.813, 2.858)  0.209
H (3.010, 2.392, 2.051)  0.226
H (-0.974, -2.256, -2.537)  0.234
H (3.324, 0.457, 4.226)  0.478
H (-0.647, -3.196, -3.891)  0.226
H (-1.798, -1.348, -1.113)  0.165
H (-1.102, 2.026, 0.456)  0.327
H (2.070, -3.102, 2.229)  0.411